# 1
Molecular formula: C3H6N3O2S
Method: DFT, the ωB97M-V functional and the def2-TZVPD basis

Geometry as ORCA input:
```
! wB97M-V def2-TZVPD RIJCOSX def2/J DEFGRID3
* xyz 1 1
C 0.933 -1.867 1.023
C 1.414 -0.881 0.259
C -0.575 -0.363 0.983
N -0.320 -1.551 1.474
N 0.535 0.135 0.368
N -2.062 1.243 -1.734
O 1.562 1.344 -1.701
O 0.666 2.925 0.078
S 0.621 1.727 -0.767
H 1.384 -2.761 1.402
H 2.441 -0.713 0.018
H -1.444 0.076 1.146
H -0.819 -2.059 2.149
H -2.525 2.099 -2.161
H -1.810 0.646 -2.536
*
```

As for the highest occupied orbital energy (spin up / spin down): -14.47 / -14.66 eV. The gap between HOMO and LUMO (spin up / spin down) is 0.349 / 0.278 hartree. As for the total energy: -22597.2507 eV. As for the LUMO energy (spin up / spin down): -4.98 / -7.09 eV.



# 2
Molecular formula: C35H75NO15PS2
Method: DFT, the ωB97M-V functional and the def2-TZVPD basis

Geometry as ORCA input:
```
! wB97M-V def2-TZVPD RIJCOSX def2/J DEFGRID3
* xyz -1 1
C -0.482 1.495 3.433
C 1.068 0.960 3.193
C 1.439 0.791 1.571
O 2.717 0.065 1.520
P 3.137 -0.362 -0.146
C 4.525 0.950 -0.277
C 4.128 2.435 0.296
O 5.184 3.459 0.072
C 5.037 4.076 -1.262
O 4.427 5.249 -1.517
O 3.343 -0.781 -1.860
C 2.130 -1.404 -2.419
C 2.240 -2.439 -3.685
C 1.250 -1.800 -1.094
C 0.115 -3.014 -1.215
C -1.335 -2.307 -0.924
C -2.598 -3.340 -0.770
S -3.798 -2.498 0.456
C -4.071 -0.702 -0.017
S -2.929 0.572 0.266
N -5.395 -0.344 -0.655
C -6.301 0.251 0.399
C -6.122 1.697 1.149
C -7.157 2.226 2.328
C -8.428 1.268 2.796
C -8.646 -0.201 2.056
C -7.594 -0.678 0.885
C -5.246 0.535 -1.876
C -6.148 1.858 -2.246
C -5.892 2.715 -3.653
C -4.697 2.283 -4.735
C -3.805 0.947 -4.394
C -4.084 0.118 -3.005
O 2.060 -1.724 0.147
H -0.493 2.075 4.475
H -1.259 0.626 3.541
H -0.826 2.299 2.632
H 1.277 -0.081 3.698
H 1.801 1.815 3.590
H 1.512 1.913 1.171
H 0.544 0.228 1.024
H 2.128 0.614 -0.467
H 4.159 -1.242 0.364
H 4.850 1.101 -1.406
H 5.427 0.552 0.390
H 3.094 2.791 -0.175
H 3.943 2.431 1.474
H 5.496 3.473 -2.174
H 1.565 -0.477 -2.914
H 2.760 -3.432 -3.349
H 1.121 -2.689 -4.021
H 2.735 -1.911 -4.608
H 0.570 -0.826 -0.968
H 0.397 -3.786 -0.349
H 0.184 -3.618 -2.214
H -1.590 -1.540 -1.772
H -1.227 -1.758 0.131
H -2.228 -4.364 -0.295
H -3.113 -3.620 -1.785
H -5.195 2.388 0.854
H -7.009 3.255 2.892
H -9.196 1.598 3.642
H -9.522 -0.946 2.347
H -7.727 -1.739 0.382
H -7.011 2.174 -1.493
H -6.522 3.664 -3.961
H -4.471 2.873 -5.726
H -2.946 0.577 -5.133
H -3.433 -0.843 -2.772
C 2.264 2.278 6.658
O 1.808 2.827 5.436
H 1.546 1.530 7.002
H 3.236 1.802 6.504
H 2.349 3.070 7.406
H 2.465 3.487 5.155
C 1.624 4.213 10.337
O 2.686 3.950 9.438
H 0.682 3.919 9.868
H 1.769 3.635 11.253
H 1.597 5.281 10.567
H 3.509 4.220 9.881
C -4.931 -2.849 3.930
O -6.015 -1.994 4.246
H -4.444 -3.162 4.856
H -5.303 -3.730 3.401
H -4.213 -2.313 3.306
H -6.427 -1.733 3.405
C 7.142 -1.667 -1.854
O 5.953 -1.917 -2.581
H 7.979 -2.143 -2.370
H 7.316 -0.590 -1.798
H 7.050 -2.086 -0.849
H 5.227 -1.482 -2.100
C -3.539 0.422 -8.520
O -3.295 1.171 -7.343
H -3.997 -0.531 -8.246
H -4.219 0.976 -9.171
H -2.594 0.235 -9.036
H -2.889 2.010 -7.618
C -8.916 5.691 1.032
O -9.318 4.344 0.863
H -8.071 5.725 1.723
H -8.613 6.106 0.068
H -9.745 6.271 1.446
H -10.070 4.346 0.245
C 3.114 -4.563 1.946
O 3.898 -3.842 1.013
H 3.398 -5.618 1.909
H 3.293 -4.175 2.952
H 2.056 -4.464 1.689
H 3.624 -2.911 1.069
C 10.451 -3.649 -2.360
O 10.002 -2.934 -1.224
H 9.972 -3.236 -3.251
H 11.535 -3.547 -2.452
H 10.180 -4.703 -2.259
H 10.443 -3.322 -0.449
C -1.283 3.529 -3.309
O -1.740 4.079 -4.531
H -2.002 2.782 -2.965
H -0.311 3.054 -3.463
H -1.199 4.322 -2.561
H -1.082 4.738 -4.812
C 7.953 -7.021 -2.900
O 8.789 -7.405 -1.824
H 8.572 -6.810 -3.774
H 7.261 -7.835 -3.133
H 7.395 -6.122 -2.625
H 8.212 -7.586 -1.063
*
```

As for the highest occupied orbital energy: -5.14 eV. The gap between HOMO and LUMO is 0.206 hartree. As for the total energy: -100644.9537 eV. As for the LUMO energy: 0.48 eV.



# 3
Molecular formula: C36H36N3OP2RuS3
Method: DFT, the ωB97M-V functional and the def2-TZVPD basis

Geometry as ORCA input:
```
! wB97M-V def2-TZVPD RIJCOSX def2/J DEFGRID3
* xyz 0 6
Ru -0.334 0.367 0.267
S -1.150 -1.741 -1.285
P -1.186 -2.420 0.608
C -0.517 -1.255 1.655
P 1.012 -1.041 2.375
S 2.302 -0.185 1.100
C 0.729 0.087 3.783
C -0.203 -0.272 4.757
C -0.488 0.586 5.806
C 0.149 1.820 5.887
C 1.074 2.183 4.923
C 1.367 1.315 3.875
C 1.718 -2.530 3.130
C 3.091 -2.748 3.155
C 3.606 -3.881 3.769
C 2.752 -4.802 4.361
C 1.380 -4.591 4.338
C 0.866 -3.458 3.724
C -2.907 -2.740 1.075
C -3.663 -3.666 0.355
C -4.994 -3.881 0.670
C -5.586 -3.155 1.700
C -4.844 -2.221 2.405
C -3.504 -2.012 2.095
C -0.353 -4.033 0.726
C -0.921 -5.124 1.380
C -0.205 -6.306 1.532
C 1.093 -6.395 1.055
C 1.671 -5.306 0.412
C 0.949 -4.135 0.238
H -0.721 -1.222 4.686
H -1.214 0.299 6.557
H -0.082 2.498 6.700
H 1.567 3.145 4.978
H 2.087 1.593 3.116
H 3.753 -2.034 2.680
H 4.676 -4.046 3.784
H 3.155 -5.688 4.835
H 0.710 -5.314 4.786
H -0.205 -3.298 3.695
H -3.209 -4.213 -0.464
H -5.575 -4.602 0.109
H -6.629 -3.315 1.943
H -5.309 -1.642 3.193
H -2.917 -1.272 2.628
H -1.925 -5.054 1.778
H -0.659 -7.152 2.033
H 1.658 -7.310 1.186
H 2.688 -5.372 0.046
H 1.398 -3.286 -0.266
S -2.119 1.901 1.248
C -2.481 2.173 -0.434
C -3.427 3.071 -0.945
C -3.559 3.193 -2.309
C -2.764 2.424 -3.162
C -1.872 1.547 -2.587
N -1.746 1.422 -1.265
H -4.025 3.658 -0.260
H -4.280 3.888 -2.721
H -2.846 2.498 -4.237
H -1.242 0.899 -3.187
C 1.995 -0.015 -2.625
N 2.659 1.220 -2.253
C 3.898 1.500 -2.968
C 4.719 2.535 -2.235
C 3.842 3.738 -1.973
N 2.661 3.325 -1.235
C 1.995 4.325 -0.418
C 2.056 2.119 -1.431
O 0.991 1.878 -0.843
H 2.713 -0.835 -2.577
H 1.600 0.044 -3.644
H 1.183 -0.254 -1.952
H 3.676 1.843 -3.986
H 4.442 0.560 -3.058
H 5.590 2.813 -2.827
H 5.065 2.125 -1.284
H 3.564 4.219 -2.920
H 4.363 4.486 -1.375
H 2.748 4.865 0.157
H 1.298 3.847 0.262
H 1.444 5.043 -1.033
*
```

As for the highest occupied orbital energy (spin up / spin down): -6.19 / -7.18 eV. The gap between HOMO and LUMO (spin up / spin down) is 0.248 / 0.245 hartree. As for the total energy: -98100.2884 eV. The expectation value of S² is 8.77. As for the LUMO energy (spin up / spin down): 0.56 / -0.52 eV.